1.
{
  "formula": "C48H50Ge2S7SbSc",
  "method": "ωB97M-V with the def2-TZVPD basis set",
  "species": ["Sc", "S", "Sb", "S", "S", "C", "C", "C", "C", "C", "C", "C", "C", "C", "C", "C", "C", "C", "C", "C", "Ge", "S", "S", "Ge", "S", "S", "C", "C", "C", "C", "C", "C", "C", "C", "C", "C", "C", "C", "C", "C", "C", "C", "C", "C", "C", "C", "C", "C", "C", "C", "C", "C", "C", "C", "C", "C", "C", "C", "C", "H", "H", "H", "H", "H", "H", "H", "H", "H", "H", "H", "H", "H", "H", "H", "H", "H", "H", "H", "H", "H", "H", "H", "H", "H", "H", "H", "H", "H", "H", "H", "H", "H", "H", "H", "H", "H", "H", "H", "H", "H", "H", "H", "H", "H", "H", "H", "H", "H", "H"],
  "xyz": [[0.952, -2.336, -2.192], [2.555, -5.341, -5.845], [2.159, -4.761, -3.666], [-0.147, -4.193, -3.325], [3.217, -2.716, -3.091], [-4.102, 3.653, 2.313], [-3.049, 2.592, 2.472], [-1.703, 2.922, 2.559], [-0.722, 1.952, 2.732], [0.711, 2.366, 2.947], [-1.095, 0.602, 2.763], [-2.442, 0.247, 2.646], [-2.906, -1.186, 2.689], [-3.395, 1.251, 2.529], [-0.110, -0.386, 3.311], [-0.011, -0.276, 4.699], [0.828, -1.090, 5.428], [1.551, -2.052, 4.754], [1.446, -2.218, 3.373], [0.617, -1.361, 2.608], [0.654, -1.464, 0.619], [1.446, -3.328, 0.004], [1.640, 0.347, -0.368], [-0.012, 0.379, -1.944], [0.502, -0.518, -3.806], [-1.208, -1.128, -0.683], [-0.824, 2.083, -2.546], [-2.123, 2.066, -3.088], [-2.609, 3.186, -3.755], [-1.820, 4.311, -3.930], [-0.533, 4.321, -3.423], [-0.028, 3.223, -2.733], [1.365, 3.295, -2.197], [1.568, 3.716, -0.887], [0.421, 4.161, -0.027], [2.856, 3.684, -0.355], [3.936, 3.255, -1.105], [5.312, 3.156, -0.506], [3.722, 2.909, -2.437], [2.458, 2.940, -3.005], [2.269, 2.620, -4.463], [-3.031, 0.884, -2.944], [-3.240, -0.026, -3.984], [-2.672, 0.159, -5.365], [-4.060, -1.131, -3.748], [-4.706, -1.322, -2.540], [-5.543, -2.545, -2.288], [-4.562, -0.348, -1.555], [-3.737, 0.747, -1.741], [-3.596, 1.784, -0.666], [2.288, -3.364, 2.895], [3.572, -3.143, 2.413], [4.102, -1.760, 2.142], [4.360, -4.242, 2.073], [3.900, -5.539, 2.213], [4.747, -6.714, 1.806], [2.616, -5.733, 2.717], [1.803, -4.668, 3.061], [0.393, -4.911, 3.523], [-3.671, 4.651, 2.387], [-4.876, 3.562, 3.078], [-4.595, 3.575, 1.341], [-1.406, 3.965, 2.525], [0.807, 3.450, 2.894], [1.372, 1.924, 2.196], [1.077, 2.040, 3.922], [-2.115, -1.872, 2.987], [-3.256, -1.497, 1.702], [-3.736, -1.301, 3.389], [-4.442, 0.969, 2.481], [-0.608, 0.480, 5.194], [0.911, -0.985, 6.503], [2.211, -2.722, 5.292], [-3.617, 3.153, -4.153], [-2.208, 5.172, -4.460], [0.101, 5.191, -3.551], [-0.482, 4.351, -0.605], [0.675, 5.072, 0.520], [0.175, 3.391, 0.700], [3.006, 3.982, 0.679], [5.319, 3.513, 0.524], [6.038, 3.743, -1.072], [5.659, 2.121, -0.505], [4.563, 2.601, -3.050], [3.231, 2.444, -4.944], [1.769, 3.441, -4.981], [1.655, 1.730, -4.595], [-1.984, 0.998, -5.421], [-3.486, 0.332, -6.076], [-2.130, -0.730, -5.681], [-4.183, -1.864, -4.539], [-5.589, -3.179, -3.173], [-6.565, -2.279, -2.008], [-5.125, -3.141, -1.475], [-5.088, -0.457, -0.611], [-4.312, 1.597, 0.131], [-3.768, 2.788, -1.062], [-2.595, 1.781, -0.224], [3.405, -0.980, 2.444], [4.289, -1.638, 1.072], [5.043, -1.587, 2.668], [5.351, -4.070, 1.665], [5.757, -6.398, 1.546], [4.322, -7.220, 0.937], [4.821, -7.451, 2.609], [2.233, -6.743, 2.824], [0.229, -5.970, 3.720], [-0.312, -4.599, 2.747], [0.152, -4.349, 4.427]],
  "total_charge": -1,
  "spin_multiplicity": 2,
  "homo_energy_ev": [-4.80, -5.19]
}

---

2.
{
  "formula": "C9H8BrO3",
  "method": "ωB97M-V with the def2-TZVPD basis set",
  "species": ["C", "C", "C", "C", "C", "C", "C", "C", "C", "O", "O", "O", "Br", "H", "H", "H", "H", "H", "H", "H", "H"],
  "xyz": [[-1.963, 0.982, 1.770], [-2.649, 1.211, 0.656], [-0.744, 0.193, 2.023], [2.002, -0.073, -0.595], [1.248, -0.756, -1.749], [0.003, -0.432, 0.842], [0.849, 0.620, 0.162], [-0.188, -0.147, -1.503], [-0.902, -0.808, -0.323], [-3.424, 1.301, -0.206], [-0.252, 0.349, 3.138], [0.150, 1.102, -0.970], [-0.982, -2.722, -0.452], [-2.043, 1.744, 2.676], [2.454, -0.748, 0.053], [2.815, 0.581, -1.015], [1.429, -0.382, -2.747], [1.160, -1.956, -1.682], [0.548, -1.183, 1.471], [1.343, 1.375, 0.779], [-0.854, -0.250, -2.327]],
  "total_charge": -1,
  "e_above_lowest_kj_mol": 15.0,
  "homo_energy_ev": -2.66
}

---

3.
{
  "formula": "C2H3O3S",
  "method": "ωB97M-V with the def2-TZVPD basis set",
  "species": ["C", "C", "O", "O", "O", "S", "H", "H", "H"],
  "xyz": [[-0.600, -0.507, -1.264], [0.194, 0.431, 0.569], [2.168, -1.077, -0.563], [1.928, 1.019, -1.760], [-0.482, -0.690, 0.179], [1.269, -0.021, -1.025], [-0.458, -1.522, -1.638], [-0.550, 1.288, 0.261], [0.412, 0.241, 1.567]],
  "total_charge": -1,
  "e_above_lowest_kj_mol": 492.3,
  "homo_energy_ev": -3.21
}

---

4.
{
  "formula": "C5H12N5",
  "method": "ωB97M-V with the def2-TZVPD basis set",
  "species": ["C", "C", "C", "C", "C", "N", "N", "N", "N", "N", "H", "H", "H", "H", "H", "H", "H", "H", "H", "H", "H", "H"],
  "xyz": [[-0.985, -1.453, 0.080], [-0.562, -0.268, 2.263], [1.582, 0.860, -0.215], [0.174, 0.840, -0.525], [0.137, -0.900, -2.305], [-0.315, 2.000, -0.078], [0.590, 2.662, 0.544], [-1.405, -0.760, 1.193], [1.798, 2.027, 0.388], [-0.521, -0.250, -1.153], [0.057, -1.785, 0.118], [-1.774, -2.045, -0.266], [-1.082, -0.011, 3.154], [-0.060, 0.748, 1.986], [2.534, 0.248, -0.386], [-0.652, -1.503, -2.921], [0.554, -0.118, -2.939], [1.021, -1.561, -1.942], [-2.423, -0.633, 1.309], [2.520, 2.674, 0.634], [0.228, -0.978, 2.656], [-1.415, 0.205, -1.596]],
  "total_charge": 1,
  "smiles": "CNC[N@H+](C)c1c[nH]nn1",
  "e_above_lowest_kj_mol": 401.9,
  "homo_energy_ev": -13.33
}

---

5.
{
  "formula": "C38H35F3LiN4OS3Sb",
  "method": "ωB97M-V with the def2-TZVPD basis set",
  "species": ["Li", "C", "C", "N", "C", "C", "C", "S", "N", "C", "O", "C", "C", "C", "C", "C", "C", "H", "H", "H", "H", "H", "H", "H", "H", "H", "H", "H", "H", "H", "H", "H", "C", "C", "N", "C", "C", "S", "C", "C", "S", "C", "N", "C", "H", "H", "H", "H", "H", "H", "H", "H", "F", "C", "C", "C", "C", "C", "C", "Sb", "C", "C", "C", "C", "F", "C", "C", "C", "C", "C", "C", "F", "C", "C", "H", "H", "H", "H", "H", "H", "H", "H", "H", "H", "H", "H"],
  "xyz": [[0.068, 0.228, -0.252], [-3.228, 4.918, 0.577], [-3.960, 3.595, 0.746], [-3.844, 2.717, -0.414], [-4.847, 2.870, -1.471], [-4.333, 3.618, -2.692], [-2.857, 1.802, -0.528], [-1.678, 1.706, 0.720], [-3.000, 1.012, -1.611], [-2.046, 0.222, -2.097], [-0.855, 0.116, -1.743], [-2.493, -0.664, -3.237], [-1.606, -1.595, -3.766], [-1.998, -2.432, -4.800], [-3.283, -2.338, -5.320], [-4.170, -1.404, -4.802], [-3.777, -0.572, -3.764], [-3.293, 5.507, 1.493], [-3.647, 5.512, -0.237], [-2.174, 4.732, 0.366], [-5.026, 3.766, 0.908], [-3.574, 3.068, 1.615], [-5.688, 3.402, -1.025], [-5.195, 1.881, -1.765], [-3.979, 4.616, -2.431], [-5.128, 3.723, -3.433], [-3.512, 3.064, -3.148], [-0.605, -1.639, -3.357], [-1.302, -3.156, -5.206], [-3.592, -2.988, -6.130], [-5.171, -1.324, -5.207], [-4.457, 0.156, -3.346], [0.223, -3.335, -0.794], [1.487, -2.537, -0.768], [1.529, -1.268, -0.492], [2.819, -0.780, -0.528], [3.768, -1.700, -0.832], [3.032, -3.222, -1.082], [2.997, 0.657, -0.255], [4.167, 1.334, -0.159], [3.845, 2.983, 0.134], [2.159, 2.674, 0.108], [1.856, 1.423, -0.092], [1.173, 3.779, 0.317], [-0.621, -2.654, -0.703], [0.196, -4.050, 0.030], [0.122, -3.886, -1.730], [4.831, -1.562, -0.932], [5.171, 0.955, -0.247], [1.681, 4.737, 0.408], [0.580, 3.593, 1.213], [0.473, 3.815, -0.518], [0.467, -6.488, 5.680], [0.265, -5.329, 5.020], [-0.979, -4.739, 5.076], [-1.180, -3.542, 4.396], [-0.151, -2.946, 3.670], [1.091, -3.586, 3.634], [1.313, -4.777, 4.311], [-0.358, -1.106, 2.574], [0.759, 0.038, 3.996], [1.653, 1.013, 3.556], [2.412, 1.754, 4.457], [2.256, 1.501, 5.802], [2.985, 2.212, 6.688], [1.381, 0.546, 6.283], [0.637, -0.185, 5.369], [-2.318, -0.629, 3.270], [-3.400, -1.225, 2.620], [-4.708, -0.888, 2.939], [-4.914, 0.069, 3.912], [-6.182, 0.412, 4.228], [-3.875, 0.691, 4.570], [-2.573, 0.335, 4.239], [-1.769, -5.209, 5.647], [-2.154, -3.071, 4.448], [1.915, -3.150, 3.077], [2.273, -5.276, 4.296], [1.766, 1.211, 2.495], [3.112, 2.511, 4.128], [1.297, 0.382, 7.349], [-0.042, -0.946, 5.736], [-3.236, -1.957, 1.835], [-5.554, -1.340, 2.440], [-4.088, 1.442, 5.319], [-1.756, 0.838, 4.742]],
  "total_charge": 0,
  "e_above_lowest_kj_mol": 3.8,
  "homo_energy_ev": -7.64
}

---

6.
{
  "formula": "C42H63N6O4PSSiSn",
  "method": "ωB97M-V with the def2-TZVPD basis set",
  "species": ["Sn", "C", "C", "N", "C", "C", "C", "C", "C", "C", "C", "N", "C", "C", "C", "C", "C", "C", "C", "C", "N", "C", "H", "H", "H", "H", "H", "H", "H", "H", "H", "H", "H", "H", "C", "C", "C", "C", "O", "Si", "S", "O", "C", "C", "C", "C", "O", "C", "C", "C", "C", "H", "H", "H", "H", "H", "H", "H", "H", "H", "H", "H", "H", "H", "H", "H", "H", "H", "H", "H", "H", "H", "H", "H", "H", "H", "H", "H", "O", "P", "N", "C", "C", "C", "C", "N", "C", "C", "C", "C", "N", "C", "C", "C", "C", "H", "H", "H", "H", "H", "H", "H", "H", "H", "H", "H", "H", "H", "H", "H", "H", "H", "H", "H", "H", "H", "H", "H", "H"],
  "xyz": [[-0.226, -0.734, -0.033], [-1.085, -4.843, -2.098], [-0.945, -3.486, -1.788], [-0.918, -3.041, -0.546], [-0.957, -3.900, 0.485], [-0.968, -5.293, 0.265], [-1.066, -5.748, -1.067], [-0.884, -6.171, 1.372], [-0.696, -5.655, 2.632], [-0.695, -4.278, 2.856], [-0.947, -3.360, 1.825], [-1.207, -2.037, 1.901], [-1.491, -1.287, 2.989], [-1.721, -1.714, 4.303], [-2.034, -0.826, 5.334], [-2.199, 0.514, 5.094], [-2.079, 1.001, 3.772], [-2.396, 2.331, 3.428], [-2.320, 2.742, 2.123], [-1.863, 1.825, 1.172], [-1.582, 0.574, 1.477], [-1.704, 0.120, 2.733], [-1.162, -5.155, -3.130], [-0.845, -2.740, -2.571], [-1.104, -6.812, -1.262], [-0.947, -7.238, 1.208], [-0.557, -6.323, 3.471], [-0.493, -3.937, 3.858], [-1.746, -2.764, 4.537], [-2.176, -1.219, 6.332], [-2.476, 1.194, 5.888], [-2.702, 3.019, 4.207], [-2.589, 3.745, 1.824], [-1.735, 2.109, 0.132], [-3.866, -2.047, -2.042], [-3.593, -0.621, -1.572], [-3.991, -0.487, -0.109], [-4.364, 0.375, -2.430], [-2.156, -0.329, -1.645], [-1.329, 0.078, -3.024], [0.710, -0.096, -2.256], [-1.605, -1.082, -4.087], [-1.478, -1.217, -5.526], [-0.145, -0.640, -5.981], [-2.650, -0.490, -6.173], [-1.545, -2.713, -5.804], [-1.605, 1.552, -3.569], [-1.090, 2.901, -3.488], [0.265, 2.974, -4.183], [-0.983, 3.315, -2.024], [-2.104, 3.774, -4.216], [-4.940, -2.226, -2.050], [-3.401, -2.767, -1.367], [-3.477, -2.202, -3.046], [-5.016, -0.828, 0.030], [-3.920, 0.551, 0.217], [-3.332, -1.103, 0.508], [-5.434, 0.201, -2.320], [-4.104, 0.264, -3.485], [-4.144, 1.399, -2.126], [-0.141, 0.447, -5.881], [0.034, -0.892, -7.026], [0.670, -1.050, -5.381], [-2.659, 0.556, -5.862], [-3.592, -0.952, -5.874], [-2.567, -0.536, -7.258], [-0.706, -3.223, -5.325], [-1.501, -2.893, -6.877], [-2.477, -3.125, -5.417], [0.959, 2.252, -3.754], [0.682, 3.975, -4.075], [0.155, 2.767, -5.247], [-0.275, 2.670, -1.498], [-1.965, 3.249, -1.549], [-0.637, 4.346, -1.956], [-2.240, 3.416, -5.236], [-1.742, 4.801, -4.253], [-3.067, 3.755, -3.706], [1.461, 0.250, 1.220], [2.587, 0.905, 1.969], [3.923, 1.007, 1.011], [4.815, 2.171, 0.910], [5.979, 1.648, 0.074], [5.300, 0.651, -0.869], [4.271, -0.031, 0.031], [2.899, 0.040, 3.338], [4.201, 0.136, 4.027], [4.209, -1.065, 4.970], [3.409, -2.110, 4.192], [2.284, -1.280, 3.583], [2.258, 2.443, 2.435], [1.587, 3.394, 1.545], [0.969, 4.395, 2.516], [2.024, 4.478, 3.621], [2.531, 3.039, 3.753], [5.123, 2.524, 1.895], [4.318, 2.999, 0.392], [6.701, 1.134, 0.712], [6.495, 2.447, -0.455], [5.997, -0.059, -1.310], [4.792, 1.185, -1.674], [4.704, -0.905, 0.532], [3.386, -0.359, -0.518], [4.291, 1.076, 4.569], [5.025, 0.072, 3.308], [3.694, -0.816, 5.899], [5.220, -1.386, 5.210], [3.036, -2.916, 4.822], [4.027, -2.542, 3.402], [1.452, -1.174, 4.290], [1.888, -1.706, 2.661], [0.855, 2.880, 0.920], [2.304, 3.902, 0.889], [0.037, 3.996, 2.918], [0.771, 5.358, 2.049], [1.626, 4.858, 4.559], [2.836, 5.134, 3.304], [1.999, 2.491, 4.535], [3.597, 3.021, 3.986]],
  "total_charge": 2,
  "e_above_lowest_kj_mol": 207.3,
  "homo_energy_ev": [-12.87, -12.28]
}

---

Number 1: calculated total energy -266717.98113 eV. Number 2: calculated total energy -85645.35480 eV. Number 3: calculated total energy -19097.14955 eV. Number 4: calculated total energy -12820.79545 eV. Number 5: calculated total energy -95386.07824 eV. Number 6: calculated total energy -95536.70410 eV.